C12H16BBa2Br8O8 as an isolated structure in a non-equilibrium geometry. Source: the Open Molecules 2025 dataset; level of theory: wB97M-V/def2-TZVPD.

```
47
Properties=species:S:1:pos:R:3:forces:R:3:mulliken_charge:R:1
Ba 9.742842 -0.562950 -0.905767 -0.2 0.0 -0.1 2.00
Ba -0.070398 1.321890 11.470213 -0.1 0.0 -0.3 2.00
O 0.064152 0.010610 4.843513 1.5 1.5 -3.2 -0.68
C 0.385072 0.648780 3.811903 -2.4 -1.1 1.9 0.61
O 0.460612 0.245860 2.564913 0.3 -1.9 0.9 -0.53
B 0.932502 1.266450 1.642793 -0.2 0.8 -0.3 0.97
O 0.829372 2.508370 2.485813 -0.4 0.0 1.4 -0.43
C 0.454282 2.172370 3.742543 1.3 1.1 1.3 0.59
O 0.317672 2.857160 4.756193 0.2 -0.6 -2.5 -0.64
O 0.114512 1.324510 0.426433 1.3 -0.6 -0.8 -0.39
C 0.884362 0.926640 -0.631867 -4.5 0.2 -2.9 0.55
O 0.412702 0.695620 -1.750677 1.6 0.5 2.8 -0.57
C 2.293942 0.834190 -0.234757 3.2 -0.1 2.2 0.65
O 2.297062 0.980390 1.134593 0.3 0.0 -1.2 -0.45
O 3.316422 0.660230 -0.883217 -1.9 0.2 0.8 -0.67
Br 2.755422 9.153440 -1.157907 -0.8 1.0 0.5 -0.18
C 1.896082 10.146580 0.416853 0.3 -2.1 -0.1 -0.51
C 2.361012 9.192170 1.564593 0.6 1.5 -0.4 -0.66
Br 1.400022 9.599560 3.187793 -0.2 0.1 0.3 -0.16
H 0.808362 10.163940 0.348613 0.1 -0.3 -0.5 0.37
H 2.236952 11.181480 0.386963 0.5 -0.4 0.4 0.37
H 3.411822 9.412720 1.752363 -0.1 -0.1 0.2 0.37
H 2.285712 8.118160 1.394453 -0.5 0.4 -0.4 0.41
Br 0.896202 0.773940 -10.068107 -0.5 0.9 0.4 -0.16
C -0.527058 2.117470 -9.681947 -0.1 -0.5 -1.3 -0.58
C -1.882548 1.543210 -10.146697 0.4 0.8 -0.1 -0.62
Br -2.052878 1.395240 -12.154597 0.3 0.2 1.3 -0.11
H -0.352338 3.029570 -10.252597 0.4 -0.3 -0.5 0.36
H -0.439848 2.495890 -8.663477 -0.4 -0.9 0.3 0.40
H -2.594838 2.316590 -9.859247 -0.4 -0.4 -0.1 0.33
H -2.159698 0.555700 -9.777767 0.2 0.3 0.1 0.38
Br 0.325392 -6.050500 -2.331277 -1.2 -0.2 -0.1 -0.17
C -1.640798 -6.484560 -2.222767 -0.6 0.6 0.2 -0.52
C -2.305198 -5.425880 -1.303877 0.1 -0.6 0.2 -0.65
Br -4.279118 -5.732100 -0.916577 1.5 -0.1 -0.4 -0.16
H -1.710768 -7.508120 -1.854597 0.1 0.3 0.3 0.37
H -2.106208 -6.473030 -3.208337 0.5 0.2 -0.1 0.37
H -2.266128 -4.411240 -1.700207 0.0 -0.3 -0.1 0.38
H -1.790438 -5.460610 -0.343717 -0.4 0.1 0.0 0.37
Br -1.375968 -6.118090 8.681503 -0.1 0.0 -0.6 -0.18
C -1.458148 -6.731590 6.819803 -0.6 -1.0 -1.1 -0.50
C -2.250788 -8.059720 6.733663 0.2 0.0 0.3 -0.61
Br -1.940478 -9.052980 5.091383 0.4 0.2 -0.1 -0.12
H -0.450338 -6.858170 6.424333 0.1 -0.1 0.5 0.37
H -1.928538 -6.022020 6.139113 -0.1 0.4 0.6 0.37
H -3.335688 -7.965180 6.687233 0.2 0.5 0.5 0.34
H -1.964278 -8.732010 7.542393 -0.1 0.1 -0.1 0.35
```
Positions in Å, forces in eV/Å.

- F_max (eV Å⁻¹) = 5.396
- HOMO (Eh) = -0.452
- charge = +3
- calculated total energy (eV) = -591460.9299
- HOMO-LUMO gap (eV) = 1.7
- ΔE to the lowest compared entry with this formula, charge and spin (kcal per mole) = 211.6

***

A 2-piece molecular cluster, C12H16BrFNO7S2 overall in a non-equilibrium geometry. Source: the Open Molecules 2025 dataset; level of theory: wB97M-V/def2-TZVPD.

```
40
Properties=species:S:1:pos:R:3:forces:R:3:mulliken_charge:R:1
O -1.041716 0.858053 1.214655 0.8 -0.5 -0.5 -0.77
C 0.142274 1.196283 0.968886 -2.2 1.0 0.7 0.72
O 0.565402 2.364068 1.043866 1.3 -0.6 -0.6 -0.69
C 1.161041 0.064177 0.570183 -0.2 -0.7 0.8 0.36
Br 0.177045 -1.659017 0.734635 0.2 0.0 -0.1 -0.13
C 2.369468 -0.057916 1.557119 -0.2 -0.2 0.2 -1.73
C 2.222338 0.770912 2.820522 0.5 -0.3 -1.3 0.66
C 3.006930 1.893150 2.955528 0.6 0.4 -0.1 -0.13
C 2.900349 2.706295 4.058723 0.4 0.3 -0.4 -0.69
C 1.984754 2.382650 5.032587 0.4 0.9 0.7 -0.36
C 1.221690 1.250773 4.912132 -0.6 0.0 0.9 -0.66
C 1.330639 0.437359 3.810905 -0.4 -0.6 0.1 0.01
N 1.598377 0.078871 -0.841578 1.2 0.8 1.0 -0.32
S 2.277511 1.484081 -1.444464 -1.7 0.4 -2.6 1.11
O 3.202386 1.160069 -2.477306 1.1 -0.7 0.8 -0.64
O 1.236301 2.327754 -1.926193 -0.3 0.5 0.7 -0.57
F 3.038153 2.201563 -0.302419 -0.1 -0.7 0.1 -0.11
H 2.436815 -1.101211 1.876323 0.0 0.1 -0.3 0.47
H 3.321656 0.155979 1.060661 -0.2 0.2 0.0 0.51
H 3.728785 2.154678 2.188416 -0.2 -0.1 -0.1 0.26
H 3.529162 3.591213 4.094691 -0.2 0.0 0.3 0.34
H 1.901666 3.034507 5.899021 -0.2 -0.2 0.0 0.34
H 0.535995 1.027526 5.724694 -0.1 -0.2 -0.2 0.34
H 0.716839 -0.454654 3.729375 0.0 0.1 -0.1 0.40
H 0.830996 -0.114956 -1.482096 -0.1 -0.1 0.1 0.31
O -1.067304 -1.919421 -2.188261 -0.1 -0.2 -0.2 -0.65
S -2.326185 -1.244596 -2.285518 0.0 0.7 -0.1 1.29
O -3.322233 -1.389080 -1.274368 0.0 -0.3 0.0 -0.62
O -2.983509 -1.593322 -3.709308 0.1 0.1 -0.1 -0.30
C -3.122812 -2.975774 -4.058495 -0.2 -0.6 0.0 -0.34
C -4.296210 -3.627781 -3.351270 0.0 0.0 0.3 -0.98
C -2.046643 0.469498 -2.569415 0.1 0.0 -0.1 -0.95
H -2.192714 -3.512152 -3.858366 0.0 0.1 0.1 0.30
H -3.285865 -3.001625 -5.135745 0.1 0.3 0.0 0.28
H -4.119511 -3.696112 -2.278293 0.0 0.0 0.0 0.29
H -4.458055 -4.636867 -3.734355 0.0 0.0 -0.1 0.39
H -5.204729 -3.041940 -3.494185 0.0 0.0 -0.1 0.25
H -1.322818 0.581679 -3.373310 0.0 0.0 0.0 0.31
H -1.655112 0.893509 -1.641788 -0.1 -0.1 0.1 0.30
H -2.991156 0.941775 -2.826189 0.0 0.0 0.0 0.40
```
Positions in Å, forces in eV/Å.

- F_max (eV Å⁻¹) = 3.157
- HOMO (Eh) = -0.176
- charge = -1
- calculated total energy (eV) = -122957.4542
- HOMO-LUMO gap (eV) = 7.3